1.
Formula: C22H25N4O3PtSbSe4
Source: the OMol25 dataset
Level of theory: ωB97M-V/def2-TZVPD

Last column: Löwdin charge in e.
Element x y z (Å)
Pt 2.56 -1.41 0.21  0.520
C -2.32 -2.71 -1.12  -0.015
N -1.18 -3.58 -0.80  -0.164
C -1.12 -4.90 -1.40  -0.018
C -0.09 -3.03 -0.34  -0.216
N 0.87 -2.56 0.10  0.025
H -3.23 -3.18 -0.75  0.096
H -2.38 -2.56 -2.20  0.101
H -2.18 -1.74 -0.65  0.078
H -2.03 -5.45 -1.15  0.093
H -0.26 -5.45 -1.01  0.098
H -1.03 -4.83 -2.49  0.097
O 2.16 1.71 1.36  0.003
C 1.34 1.38 0.53  -0.591
N 0.24 2.10 0.17  0.161
C -0.42 1.54 -1.00  -0.271
C 0.36 0.21 -1.13  -0.455
O 0.07 -0.66 -1.92  0.051
N 1.36 0.20 -0.22  -0.046
C -1.89 1.19 -0.77  -0.151
C -2.68 0.83 -1.86  -0.030
C -3.99 0.44 -1.67  -0.081
C -4.54 0.40 -0.39  -0.094
C -3.75 0.76 0.70  -0.078
C -2.43 1.16 0.51  -0.025
C -0.24 2.43 -2.22  -0.151
C 0.45 2.02 -3.36  -0.012
C 0.62 2.89 -4.43  -0.068
C 0.10 4.17 -4.38  -0.086
C -0.60 4.58 -3.25  -0.074
C -0.77 3.72 -2.18  -0.032
H 0.25 3.10 0.34  0.155
H -2.26 0.85 -2.85  0.125
H -4.60 0.16 -2.52  0.106
H -5.57 0.10 -0.24  0.101
H -4.17 0.75 1.70  0.103
H -1.82 1.44 1.36  0.104
H 0.86 1.02 -3.41  0.112
H 1.16 2.56 -5.30  0.106
H 0.23 4.85 -5.21  0.103
H -1.02 5.58 -3.20  0.104
H -1.33 4.04 -1.32  0.121
Se 3.89 -3.32 0.64  0.220
Sb 6.09 -1.92 0.94  -0.250
Se 6.72 -1.75 3.19  -0.071
Se 7.20 -2.37 -1.10  -0.058
Se 4.44 -0.01 0.23  0.326
C 1.83 -0.34 5.11  -0.154
C 0.50 0.19 4.58  -0.151
C 0.30 -0.60 3.27  -0.199
O 1.54 -1.25 2.98  -0.215
C 2.55 -0.68 3.81  -0.213
H 1.69 -1.24 5.70  0.115
H 2.37 0.39 5.71  0.114
H 0.57 1.25 4.37  0.111
H -0.32 0.03 5.28  0.106
H 0.03 0.06 2.44  0.089
H -0.46 -1.37 3.36  0.117
H 2.96 0.23 3.34  0.106
H 3.35 -1.41 3.92  0.101

Summary:
- spin multiplicity = 3
- energy relative to the best compared isomer or geometry (same formula, charge and spin) (eV) = 0.1136
- DFT total energy (Eh) = -11263.43059
- LUMO energy (spin up / spin down) (eV) = -0.5687 / -2.7659
- HOMO energy (spin up / spin down) (eV) = -8.224 / -8.102



2.
Formula: C22H25N5O2
Source: the OMol25 dataset
Level of theory: ωB97M-V/def2-TZVPD

Last column: Löwdin charge in e.
Element x y z (Å)
C 3.02 -1.89 1.73  -0.047
C 2.39 -0.51 1.67  -0.253
O 0.99 -0.68 1.74  -0.078
C 0.17 0.40 1.55  -0.182
C 0.65 1.70 1.41  -0.009
C -0.19 2.76 1.15  -0.057
C -1.56 2.56 1.03  -0.254
C -2.46 3.65 0.53  -0.122
C -2.63 3.50 -1.00  -0.170
N -1.35 3.44 -1.67  0.068
C -0.68 2.26 -1.73  -0.279
N -1.30 1.12 -1.67  0.190
C -0.59 -0.04 -1.70  -0.208
C -1.28 -1.26 -1.60  0.001
C -0.59 -2.45 -1.57  -0.051
C 0.80 -2.49 -1.66  -0.283
C 1.52 -3.80 -1.63  -0.053
C 1.50 -1.30 -1.77  0.017
C 0.82 -0.09 -1.80  -0.127
N 1.46 1.13 -1.89  0.080
C 2.75 1.54 -1.96  -0.134
N 2.82 2.84 -1.98  0.022
N 1.58 3.33 -1.92  0.070
C 0.75 2.31 -1.87  -0.221
C -2.05 1.28 1.23  0.037
C -1.22 0.19 1.49  -0.190
O -1.89 -0.98 1.64  -0.035
C -1.22 -2.19 1.94  -0.249
C -2.29 -3.27 2.05  -0.058
H 2.74 -2.39 2.66  0.081
H 4.10 -1.81 1.69  0.079
H 2.67 -2.49 0.90  0.060
H 2.67 -0.01 0.74  0.107
H 2.73 0.10 2.52  0.129
H 1.71 1.89 1.48  0.110
H 0.23 3.75 1.01  0.117
H -2.02 4.63 0.75  0.113
H -3.44 3.59 1.00  0.115
H -3.14 2.57 -1.22  0.114
H -3.19 4.34 -1.40  0.117
H -0.75 4.25 -1.60  0.135
H -2.35 -1.22 -1.52  0.121
H -1.13 -3.38 -1.48  0.117
H 2.60 -3.67 -1.67  0.075
H 1.26 -4.35 -0.72  0.080
H 1.22 -4.41 -2.48  0.083
H 2.58 -1.30 -1.85  0.116
H 3.60 0.89 -2.00  0.119
H -3.11 1.08 1.15  0.135
H -0.67 -2.10 2.88  0.128
H -0.52 -2.45 1.14  0.104
H -2.84 -3.35 1.12  0.072
H -1.83 -4.23 2.28  0.075
H -3.00 -3.01 2.84  0.076

Summary:
- structure (SMILES) = CCOc1ccc(CCNc2nc3ccc(C)cc3n3cnnc23)cc1OCC
- energy relative to the best compared isomer or geometry (same formula, charge and spin) (eV) = 0.1405
- DFT total energy (Eh) = -1277.60838
- LUMO energy (eV) = 0.5305
- HOMO energy (eV) = -7.742



3.
Formula: C22H25N5O4S
Source: the OMol25 dataset
Level of theory: ωB97M-V/def2-TZVPD

Last column: Löwdin charge in e.
Element x y z (Å)
C -4.59 3.76 3.84  -0.032
C -4.16 2.85 2.70  -0.192
C -3.67 1.60 2.93  0.057
C -3.23 0.79 1.79  -0.169
O -2.70 -0.51 1.98  0.071
C -1.88 -0.53 3.01  -0.326
N -1.05 -0.59 3.83  0.189
C -3.32 1.23 0.52  -0.107
C -2.79 0.32 -0.62  -0.004
C -1.25 0.58 -0.77  -0.298
O -0.52 -0.21 -1.31  0.114
C -0.71 1.89 -0.16  -0.149
C -0.10 1.89 1.11  -0.038
C 0.36 3.07 1.69  -0.068
C 0.22 4.31 1.04  -0.073
C -0.37 4.31 -0.23  -0.080
C -0.83 3.12 -0.81  -0.050
C -3.87 2.52 0.17  -0.324
N -4.03 3.08 -1.00  -0.202
S -4.68 4.57 -0.71  1.019
N -4.73 4.49 0.91  -0.237
C -4.29 3.32 1.34  -0.274
H -5.25 4.53 3.41  0.073
H -3.74 4.28 4.32  0.092
H -5.16 3.18 4.58  0.085
H -3.55 1.20 3.95  0.133
H -2.98 -0.72 -0.30  0.124
H -3.33 0.53 -1.56  0.127
H 0.02 0.96 1.67  0.107
H 0.82 3.07 2.69  0.110
H 0.57 5.23 1.53  0.106
H -0.50 5.27 -0.73  0.106
H -1.30 3.22 -1.79  0.115
C 3.07 -0.23 -0.13  0.000
C 4.30 0.41 -0.71  -0.551
O 4.77 1.45 -0.27  0.018
N 4.89 -0.21 -1.77  0.003
C 4.48 -1.44 -2.42  -0.086
H 2.71 0.38 0.70  0.072
H 2.28 -0.28 -0.88  0.077
H 3.30 -1.23 0.24  0.084
H 5.71 0.27 -2.11  0.135
H 5.29 -2.16 -2.35  0.080
H 4.28 -1.22 -3.47  0.081
H 3.59 -1.86 -1.96  0.043
C 1.35 -5.56 -0.85  -0.008
C 2.58 -4.95 -1.46  -0.539
O 3.07 -3.91 -1.03  0.025
N 3.16 -5.59 -2.51  0.008
C 2.73 -6.82 -3.15  -0.077
H 1.01 -4.94 -0.02  0.084
H 0.55 -5.62 -1.59  0.085
H 1.58 -6.56 -0.46  0.085
H 3.98 -5.13 -2.87  0.139
H 3.54 -7.55 -3.08  0.083
H 2.52 -6.63 -4.20  0.083
H 1.84 -7.23 -2.68  0.072

Summary:
- energy relative to the best compared isomer or geometry (same formula, charge and spin) (eV) = 2.0187
- DFT total energy (Eh) = -1826.23174
- LUMO energy (eV) = -1.0174
- HOMO energy (eV) = -8.768